Computed, not measured: a molecular structure, CBr3O3S at a distorted geometry, with ωB97M-V/def2-TZVPD.

Properties
Net charge: -1
Relative energy (zero: lowest compared OMol25 entry of this formula, charge and spin): 0.00 kJ/mol
Kohn-Sham gap: 8.49 eV
Highest occupied orbital energy: -5.80 eV

Last column: natural (NBO) charge in e.
Positions of all 8 atoms, in Å:
C -1.65177 0.34091 -0.06762  0.28
O 2.27374 0.16080 -0.99877  -0.90
O 1.90828 -0.98307 1.02301  -0.89
O -0.50426 0.51520 0.32077  -0.73
S 1.34958 -0.70893 -0.27296  1.71
Br -1.82149 -0.56210 -1.89601  -0.15
Br -2.76212 -1.18070 0.93512  -0.21
Br -2.77212 2.07662 -0.20734  -0.12

Computed, not measured: a molecular structure, C40H36ClN3Si2Zr at a distorted geometry, with ωB97M-V/def2-TZVPD.

Properties
Net charge: +2
Relative energy (zero: lowest compared OMol25 entry of this formula, charge and spin): 0.00 kJ/mol
Kohn-Sham gap (alpha / beta): 3.06 / 3.04 eV
Highest occupied orbital energy (alpha / beta): -11.80 / -11.80 eV

Last column: Mulliken charge in e.
Positions of all 83 atoms, in Å:
C -2.10578 -0.33833 4.05514  -0.20
C -2.36145 0.02154 2.68982  -0.86
C -1.88829 -1.05147 1.85916  -0.40
H -2.92330 0.89080 2.34033  0.56
C -1.32307 -2.06448 2.71429  -0.07
C -1.45020 -1.61248 4.06589  -0.95
H -1.22123 -2.20852 4.95172  0.67
H -2.45797 0.20419 4.93442  0.50
H -2.08181 -1.17108 0.79598  0.69
H -0.98404 -3.04903 2.38805  0.47
Zr 0.01186 -0.10627 2.82748  1.24
Si -0.81703 -0.20871 -4.00717  0.95
C -0.31086 1.34388 -4.95181  0.42
C 0.98444 1.48067 -5.47953  -0.35
H 1.64252 0.60663 -5.54643  0.40
C 1.44358 2.74367 -5.87731  -0.66
H 2.46116 2.84092 -6.25600  0.40
C 0.60766 3.86323 -5.80193  -0.53
H 0.97815 4.85542 -6.07380  0.41
C -0.71507 3.70190 -5.36984  -0.55
H -1.39457 4.55635 -5.36758  0.40
C -1.17588 2.45249 -4.94440  -0.49
H -2.20113 2.31622 -4.59146  0.34
C -0.16468 -1.64904 -5.05117  0.78
C -0.67556 -1.75703 -6.35860  -0.50
H -1.47910 -1.08339 -6.68203  0.33
C -0.10744 -2.66793 -7.26533  -0.63
H -0.46768 -2.70347 -8.29460  0.39
C 0.96456 -3.49610 -6.89253  -0.49
H 1.44563 -4.16974 -7.61650  0.38
C 1.44095 -3.42162 -5.57716  -0.75
H 2.29278 -4.03717 -5.27195  0.38
C 0.87484 -2.51825 -4.66366  -0.04
H 1.30941 -2.44635 -3.65562  -0.06
H -2.28711 -0.11737 -3.96962  -0.20
Si 1.02586 -0.39336 -2.09366  -0.02
C 0.02526 -1.91834 -1.44088  1.39
C -1.37300 -2.03575 -1.57242  -0.84
H -1.97548 -1.27132 -2.08886  0.05
C -2.06303 -3.14172 -1.07084  -0.53
H -3.13227 -3.23354 -1.27071  0.41
C -1.38604 -4.10032 -0.32519  -0.54
H -1.93831 -4.91647 0.14050  0.46
C 0.00011 -3.98906 -0.16827  -0.78
H 0.52892 -4.74290 0.40879  0.49
C 0.70930 -2.95344 -0.78000  -0.70
H 1.79922 -2.92118 -0.73094  0.54
C 0.21059 1.16916 -1.37745  0.82
C -1.06553 1.08136 -0.79265  0.85
H -1.51318 0.11264 -0.58191  -0.27
C -1.84575 2.22067 -0.59129  -0.97
H -2.89287 2.10984 -0.29482  0.45
C -1.29234 3.48764 -0.80571  -0.73
H -1.89235 4.38550 -0.61212  0.51
C 0.03359 3.59522 -1.24770  -0.71
H 0.45503 4.59032 -1.40588  0.51
C 0.78441 2.45109 -1.53587  -1.03
H 1.79174 2.54447 -1.94322  0.47
H 2.33318 -0.43725 -1.42455  -0.13
Cl 1.76735 -0.73598 1.40275  -0.38
C 2.58170 -2.56231 7.68479  -0.43
C 2.29208 -1.24177 8.05802  -0.69
C 1.67045 -0.38127 7.14695  -0.20
C 1.36425 -0.82746 5.84897  0.35
C 1.64158 -2.16462 5.47223  -0.12
C 2.24146 -3.02431 6.40219  -0.79
N 0.84673 0.11083 4.92920  0.26
N 0.76781 1.31229 5.51996  -0.30
C 0.44651 2.35518 4.68481  0.04
C 0.53633 3.68859 5.13869  -0.55
C 0.21447 4.71684 4.27324  -0.48
C -0.22107 4.39587 2.97670  -0.58
C -0.30963 3.07421 2.57967  0.29
N 0.05421 2.06041 3.40140  0.19
H 3.07384 -3.23631 8.38699  0.42
H 2.54614 -0.86021 9.04889  0.40
H 1.43159 0.65459 7.39421  0.48
H 1.39335 -2.47393 4.44867  0.47
H 2.45265 -4.06071 6.12341  0.40
H 0.86977 3.80343 6.17112  0.56
H 0.29044 5.75492 4.59634  0.45
H -0.49421 5.17358 2.27048  0.51
H -0.64920 2.77481 1.58967  0.03

Computed, not measured: a molecular structure, C8H17N2O3P at a distorted geometry, with ωB97M-V/def2-TZVPD.

Properties
Relative energy (zero: lowest compared OMol25 entry of this formula, charge and spin): 0.00 kJ/mol
Kohn-Sham gap: 9.37 eV
Highest occupied orbital energy: -8.71 eV

Last column: natural (NBO) charge in e.
Positions of all 31 atoms, in Å:
C -1.01723 -1.80676 -1.25599  0.65
C 1.15617 -2.80282 -0.99162  -0.45
C 0.10553 -3.70729 -0.25176  -0.21
C 0.45018 -1.54137 -1.44527  -0.46
C -2.84093 2.04039 0.82712  -0.61
C 1.93501 3.15604 0.85429  -0.65
C -2.06242 0.76259 0.51792  -0.25
C 2.69361 2.03270 0.21551  -0.04
N -1.12320 -3.01557 -0.54778  -0.65
N -0.75438 1.14573 -0.03999  -1.01
O -1.95102 -1.19564 -1.63736  -0.63
O 0.53630 -0.31061 1.64444  -1.08
O 1.83216 1.00076 -0.22152  -0.85
P 0.49866 0.19081 0.29506  2.25
H 1.89613 -2.57894 -0.10286  0.23
H 1.75860 -3.30418 -1.78342  0.22
H 0.11207 -4.73298 -0.71033  0.19
H 0.31231 -3.72868 0.78218  0.20
H 0.67504 -1.24477 -2.44372  0.23
H -2.16116 2.70698 1.38753  0.21
H -3.08677 2.56252 -0.08831  0.20
H -3.76388 1.83504 1.37595  0.21
H 2.39080 3.46120 1.77553  0.22
H 1.80324 3.93909 0.05637  0.22
H 0.95217 2.62806 1.20017  0.23
H -1.80683 0.34332 1.53930  0.22
H -2.51066 0.01906 -0.16888  0.24
H 3.43303 1.61659 0.93507  0.17
H 3.33783 2.36164 -0.59980  0.19
H -2.08148 -3.18403 -0.11010  0.41
H -0.71889 1.35114 -1.00772  0.41

Computed, not measured: a molecular structure, C36H47N2O5P3Ru, with ωB97M-V/def2-TZVPD.

Properties
Net charge: +3
Spin multiplicity: 6
Kohn-Sham gap (alpha / beta): 9.70 / 6.70 eV
<S²>: 8.756
Highest occupied orbital energy (alpha / beta): -16.17 / -16.19 eV

Last column: Löwdin spin population.
Positions of all 94 atoms, in Å:
Ru -0.22670 0.27797 0.33696  3.98
C 3.85292 -2.38298 -2.36664  0.00
N 3.11811 -1.15057 -2.05339  0.01
C 3.65253 0.09324 -2.61777  0.00
C 2.07011 -1.14174 -1.26424  0.01
O 1.45583 -0.08175 -0.97392  0.11
C 1.59826 -2.46644 -0.68792  0.00
O 0.55169 -2.25110 0.25256  0.05
C -0.59655 -3.06393 0.05860  0.00
C -1.62087 -2.30690 -0.78127  0.01
O -1.48248 -1.06101 -0.90272  0.10
N -2.61168 -2.96485 -1.33504  0.01
C -2.81477 -4.40841 -1.16249  0.00
C -3.59195 -2.27534 -2.17913  0.00
H 4.49281 -2.18513 -3.22128  0.00
H 3.17611 -3.18999 -2.63963  0.00
H 4.48087 -2.68792 -1.52928  0.00
H 3.61142 0.03990 -3.70453  0.00
H 4.69012 0.20636 -2.30672  0.00
H 3.06929 0.93602 -2.26532  0.00
H 2.42670 -2.97736 -0.19201  0.00
H 1.25997 -3.10349 -1.50924  0.00
H -1.02367 -3.27930 1.04008  0.00
H -0.32711 -4.01583 -0.39822  0.00
H -2.43957 -4.75315 -0.20298  0.00
H -2.34351 -4.96491 -1.97276  0.00
H -3.88424 -4.60260 -1.18333  0.00
H -3.18322 -1.33010 -2.51784  0.00
H -4.51154 -2.10461 -1.61997  0.00
H -3.80980 -2.90642 -3.03836  0.00
O 0.67583 2.18020 0.49638  0.17
P 0.32361 3.67830 0.40459  0.02
C -1.39302 3.90276 0.96120  0.00
P -2.59175 2.71194 0.30087  0.02
O -2.04365 1.29653 0.55782  0.17
C -4.10613 2.95408 1.19029  0.01
C -4.15295 2.61737 2.54670  0.00
C -5.31169 2.83365 3.26800  0.00
C -6.42351 3.38858 2.64102  0.00
C -6.38174 3.71944 1.29503  0.00
C -5.22363 3.50280 0.56231  0.00
C -2.80344 3.00425 -1.43891  0.00
C -2.88848 1.89411 -2.27917  0.00
C -3.08334 2.07743 -3.63910  0.00
C -3.19674 3.36045 -4.15693  0.00
C -3.11262 4.46707 -3.32029  0.00
C -2.91673 4.29356 -1.96076  0.00
C 0.44414 4.24431 -1.27790  0.00
C 0.49413 3.32454 -2.32340  0.00
C 0.51740 3.77782 -3.63304  0.00
C 0.49644 5.14123 -3.89684  0.00
C 0.45078 6.05996 -2.85490  0.00
C 0.42417 5.61501 -1.54366  0.00
C 1.36862 4.67573 1.43753  0.00
C 0.97683 5.12340 2.70210  0.00
C 1.86111 5.85165 3.48040  0.00
C 3.13632 6.13123 3.00566  0.00
C 3.53340 5.68607 1.75126  0.00
C 2.65384 4.96188 0.96510  0.00
H -1.71543 4.92184 0.72867  0.00
H -1.44192 3.79960 2.04869  0.00
H -3.29050 2.17273 3.03139  0.00
H -5.35669 2.57224 4.31640  0.00
H -7.32846 3.55956 3.20844  0.00
H -7.25202 4.14297 0.81303  0.00
H -5.19919 3.75044 -0.49101  0.00
H -2.79998 0.89834 -1.86207  0.00
H -3.15733 1.22219 -4.29771  0.00
H -3.35840 3.50116 -5.21748  0.00
H -3.20648 5.46476 -3.72729  0.00
H -2.86329 5.16550 -1.31947  0.00
H 0.52853 2.26107 -2.11696  0.00
H 0.55882 3.06940 -4.44973  0.00
H 0.52520 5.49210 -4.92003  0.00
H 0.44848 7.12089 -3.06515  0.00
H 0.40749 6.33478 -0.73283  0.00
H -0.01619 4.93174 3.08804  0.00
H 1.55419 6.21223 4.45261  0.00
H 3.82080 6.70792 3.61326  0.00
H 4.52422 5.91286 1.38232  0.00
H 2.96029 4.63191 -0.02029  0.00
C 0.14894 1.32650 3.76706  0.02
P 0.37415 -0.19326 2.81376  0.17
C -0.59494 -1.47742 3.63918  0.03
C 2.11307 -0.65239 2.98875  0.03
H 0.43312 1.16870 4.80880  0.01
H -0.89766 1.63148 3.73088  0.00
H 0.76980 2.11419 3.33922  0.00
H -0.33004 -1.52524 4.69702  0.01
H -0.38189 -2.44739 3.19047  0.00
H -1.66029 -1.26510 3.55035  0.00
H 2.37329 -0.75372 4.04378  0.01
H 2.74386 0.11594 2.54096  0.00
H 2.29007 -1.60401 2.48865  0.00

Computed, not measured: 2 unconnected molecules or ions with the total composition C3H10NO2P at a distorted geometry, with ωB97M-V/def2-TZVPD.

Properties
Relative energy (zero: lowest compared OMol25 entry of this formula, charge and spin): 712.22 kJ/mol
Kohn-Sham gap (alpha / beta): 7.55 / 7.72 eV
Highest occupied orbital energy (alpha / beta): -6.84 / -7.47 eV

Last column: natural (NBO) charge in e.
Positions of all 17 atoms, in Å:
C 3.64850 0.84710 0.29333  -0.42
C -3.64003 0.67250 0.31781  -0.24
C -0.61151 -1.76276 -0.58132  -0.05
N 2.53326 0.03361 0.53610  -0.90
O -2.31983 0.42886 0.87955  -0.74
O 0.50052 -1.19348 -0.26393  -0.73
P 1.29589 0.05921 -0.71910  0.89
H 4.13495 0.44716 -0.58366  0.20
H 3.44006 1.99002 0.27879  0.16
H 4.05772 0.66204 1.20690  0.21
H -3.82663 0.07606 -0.50840  0.17
H -3.57757 1.66628 -0.04894  0.17
H -4.42526 0.59678 0.99707  0.17
H -1.30841 -2.32635 0.03139  0.16
H -1.29084 -1.19349 -1.22671  0.12
H -2.37890 0.15804 1.82412  0.47
H 2.09335 0.28769 1.41758  0.37

Computed, not measured: 2 unconnected molecules or ions with the total composition CN4O2 at a distorted geometry, with ωB97M-V/def2-TZVPD.

Properties
Relative energy (zero: lowest compared OMol25 entry of this formula, charge and spin): 601.32 kJ/mol
Kohn-Sham gap: 9.80 eV
Highest occupied orbital energy: -10.66 eV

Last column: natural (NBO) charge in e.
Positions of all 7 atoms, in Å:
C -0.18283 1.23630 -0.16257  0.17
N -0.07957 -2.25411 -0.15786  -0.10
N 0.56056 1.63859 0.89223  -0.17
N -1.14918 -2.20786 0.17465  0.43
N 1.05146 1.70652 -0.33897  0.27
O -2.23861 -2.01758 0.54491  -0.33
O 2.03818 1.89814 -0.95238  -0.27

Computed, not measured: C6H9N in the gas phase at a distorted geometry, with ωB97M-V/def2-TZVPD.

Properties
SMILES: N[C@H]1[C@@H]2C=C[C@H]1C2
Relative energy (zero: lowest compared OMol25 entry of this formula, charge and spin): 528.90 kJ/mol
Kohn-Sham gap: 9.48 eV
Highest occupied orbital energy: -8.40 eV

Last column: natural (NBO) charge in e.
Positions of all 16 atoms, in Å:
N 2.14308 -0.37544 0.01162  -0.83
C 0.72338 -0.57291 -0.21975  0.00
C 0.03582 -0.07776 1.04676  -0.29
C -1.31176 -0.55828 0.62031  -0.19
C -1.60128 -0.20929 -0.64780  -0.22
C -0.31942 0.42717 -0.93820  -0.33
C -0.21233 1.22083 0.26889  -0.38
H 2.74358 -0.68625 -0.77392  0.35
H 2.48308 0.49837 0.15857  0.36
H 0.54165 -1.58777 -0.31447  0.19
H 0.44172 -0.18364 2.02029  0.24
H -1.97714 -0.97904 1.43896  0.22
H -2.39982 -0.41185 -1.58946  0.25
H -0.06195 0.57557 -1.98832  0.22
H -1.22474 1.87854 0.24788  0.21
H 0.56564 2.14551 -0.06212  0.19

Number 1: calculated total energy -228144.1111 eV. Number 2: calculated total energy -76077.6984 eV. Number 3: calculated total energy -26983.0190 eV. Number 4: calculated total energy -81740.3817 eV. Number 5: calculated total energy -18142.5121 eV. Number 6: calculated total energy -11084.3176 eV. Number 7: calculated total energy -7852.6780 eV.